[1]
Formula: C36H57Br3Cl7LiN6O5
Source: the Open Molecules 2025 dataset
Level of theory: ωB97M-V/def2-TZVPD

Properties
* HOMO-LUMO gap: 4.02 eV
* 2S+1: 1
* calculated total energy: -13061.27466 Ha
* molecular weight: 1148.71 g/mol
* net charge: 0

CARTESIAN COORDINATES (ANGSTROEM)
C  -2.65  -2.69  -1.98
C  -1.15  -2.42  -1.41
C  -0.20  -1.80  -2.57
C  0.35  -0.32  -2.16
C  1.54  -0.56  -1.06
C  2.29  0.84  -0.68
C  2.25  0.97  0.94
C  3.40  0.07  1.67
C  2.69  -0.88  2.78
C  3.46  -2.29  3.02
C  3.32  -3.18  1.66
N  3.33  -4.03  0.80
C  2.77  -3.16  4.22
C  1.38  -2.50  4.74
N  0.60  -1.64  5.08
H  -2.62  -3.59  -2.70
H  -3.08  -1.75  -2.51
H  -3.30  -2.92  -1.05
H  -0.70  -3.44  -1.09
H  -1.17  -1.77  -0.46
H  -0.72  -1.80  -3.60
H  0.75  -2.46  -2.62
H  -0.49  0.36  -1.74
H  0.74  0.19  -3.11
H  2.30  -1.31  -1.52
H  1.02  -1.05  -0.16
H  3.38  0.82  -1.05
H  1.69  1.74  -1.09
H  2.34  2.09  1.26
H  1.19  0.65  1.27
H  4.05  -0.52  0.91
H  4.06  0.81  2.27
H  1.64  -1.15  2.37
H  2.63  -0.27  3.75
H  4.57  -2.12  3.30
H  2.48  -4.18  3.76
H  3.47  -3.34  5.11
C  3.22  7.31  0.24
C  3.48  5.85  0.61
C  3.10  4.86  -0.50
O  1.69  4.61  -0.61
C  0.99  5.57  -1.38
N  2.78  5.56  1.87
H  2.16  7.57  0.26
H  3.73  7.98  0.95
H  3.61  7.53  -0.76
H  4.57  5.75  0.79
H  3.54  3.89  -0.25
H  3.52  5.16  -1.47
H  1.59  5.95  -2.21
H  0.66  6.40  -0.74
H  0.09  5.09  -1.78
H  3.02  4.61  2.16
H  1.78  5.49  1.65
C  -2.88  3.11  4.71
C  -2.74  3.57  6.02
C  -1.95  2.86  6.93
C  -1.30  1.70  6.52
C  -1.43  1.25  5.22
C  -2.23  1.95  4.31
H  -3.49  3.66  4.01
H  -3.24  4.48  6.33
H  -1.85  3.22  7.95
H  -0.68  1.15  7.23
H  -0.92  0.34  4.90
H  -2.34  1.59  3.29
C  -2.39  -5.98  -4.94
C  -2.91  -7.03  -5.58
C  -3.12  -7.02  -7.04
O  -3.59  -7.98  -7.61
C  -2.74  -5.80  -7.77
C  -2.22  -4.74  -7.14
C  -2.01  -4.75  -5.68
O  -1.53  -3.79  -5.10
H  -2.23  -5.97  -3.87
H  -3.19  -7.94  -5.05
H  -2.90  -5.81  -8.84
H  -1.93  -3.84  -7.67
C  7.71  6.85  0.36
Cl  7.10  6.90  -1.29
Cl  6.50  7.42  1.51
H  7.99  5.83  0.61
H  8.59  7.50  0.43
Li  3.48  9.75  -0.56
C  6.88  -4.74  -1.65
O  6.49  -4.80  -2.80
N  8.17  -4.96  -1.30
N  6.06  -4.45  -0.61
H  8.52  -4.91  -0.36
H  8.82  -5.18  -2.05
H  5.09  -4.28  -0.82
H  6.36  -4.39  0.35
C  -4.82  -10.54  -3.82
Br  -6.43  -10.75  -4.89
Br  -3.22  -10.86  -4.86
Br  -4.77  -8.82  -2.92
H  -4.86  -11.30  -3.05
C  -7.58  3.91  1.34
O  -8.26  4.29  0.40
N  -7.10  4.71  2.33
C  -6.30  4.19  3.42
C  -7.41  6.13  2.31
H  -7.29  2.86  1.45
H  -6.81  4.39  4.37
H  -5.33  4.70  3.41
H  -6.14  3.12  3.31
H  -8.50  6.26  2.33
H  -7.03  6.56  1.38
H  -6.97  6.64  3.16
C  -6.05  -5.14  -1.75
Cl  -4.54  -5.24  -0.83
Cl  -5.77  -5.70  -3.42
Cl  -7.29  -6.15  -0.98
Cl  -6.61  -3.45  -1.79
Cl  6.00  4.80  0.96

***

[2]
Formula: C36H57MoN11O6PSe
Source: the Open Molecules 2025 dataset
Level of theory: ωB97M-V/def2-TZVPD

Properties
* energy above the lowest of the compared OMol25 structures with the same formula, charge and spin: 23.3 kcal per mole
* expectation value of S²: 2.046
* HOMO-LUMO gap (spin up / spin down): 6.06 / 7.38 eV
* 2S+1: 3
* calculated total energy: -5270.75137 Ha
* molecular weight: 945.80 g/mol
* net charge: +1

CARTESIAN COORDINATES (ANGSTROEM)
Mo  0.38  -1.21  -2.62
N  -1.69  -0.69  -1.96
C  -2.44  0.13  -2.91
C  -1.43  1.03  -3.60
O  -1.69  2.11  -4.07
N  -0.23  0.40  -3.65
C  0.85  1.06  -4.38
C  1.92  0.00  -4.59
O  3.05  0.20  -4.94
O  1.44  -1.22  -4.32
H  -2.27  -1.46  -1.63
H  -1.49  -0.06  -1.14
H  -3.21  0.74  -2.44
H  -2.92  -0.49  -3.67
H  1.27  1.89  -3.82
H  0.49  1.44  -5.34
N  2.41  -2.51  -2.33
C  3.44  -1.77  -1.58
C  4.75  -1.78  -2.40
C  6.01  -1.12  -1.82
C  6.53  -1.69  -0.50
N  5.73  -1.20  0.61
C  5.58  -1.75  1.80
N  6.24  -2.86  2.14
N  4.76  -1.17  2.69
C  2.93  -0.33  -1.29
O  3.58  0.39  -0.52
O  1.86  0.02  -1.87
H  2.29  -3.45  -1.95
H  2.71  -2.61  -3.29
H  3.59  -2.25  -0.62
H  4.53  -1.30  -3.36
H  4.99  -2.83  -2.60
H  5.87  -0.05  -1.72
H  6.80  -1.27  -2.56
H  7.56  -1.38  -0.36
H  6.50  -2.79  -0.52
H  5.09  -0.42  0.36
H  7.01  -3.20  1.60
H  6.09  -3.28  3.05
H  4.18  -0.40  2.39
H  4.45  -1.70  3.49
N  0.33  -1.81  -0.72
C  0.74  -2.01  0.36
N  1.16  -2.14  1.52
C  1.61  -3.00  2.38
N  2.09  -3.66  3.20
Se  -0.27  -2.96  -5.35
N  -0.49  -2.78  -3.51
C  -1.00  -3.96  -3.08
C  -1.35  -4.26  -1.74
C  -1.82  -5.51  -1.45
C  -1.97  -6.51  -2.44
C  -1.65  -6.25  -3.74
C  -1.16  -4.96  -4.09
N  -0.84  -4.61  -5.32
H  -1.23  -3.52  -0.97
H  -2.09  -5.74  -0.43
H  -2.35  -7.48  -2.17
H  -1.77  -6.99  -4.53
O  -0.95  0.96  0.03
P  -1.45  1.75  1.21
C  -2.60  3.04  0.57
C  -3.82  2.56  -0.21
C  -4.27  3.68  -1.17
C  -3.99  5.07  -0.57
C  -4.09  5.04  0.95
C  -3.01  4.13  1.56
C  -1.95  0.55  2.54
C  -2.26  -0.82  1.93
C  -3.65  -0.85  1.31
C  -4.71  -0.53  2.36
C  -4.45  0.85  2.98
C  -3.03  0.94  3.55
C  -0.09  2.77  1.92
C  -0.30  3.30  3.36
C  0.59  2.58  4.37
C  2.07  2.80  4.04
C  2.32  2.79  2.52
C  1.23  2.00  1.79
H  -1.91  3.46  -0.17
H  -4.63  2.32  0.47
H  -3.59  1.66  -0.78
H  -5.34  3.57  -1.36
H  -3.76  3.58  -2.13
H  -4.70  5.79  -0.98
H  -2.99  5.42  -0.86
H  -5.09  4.68  1.23
H  -3.99  6.05  1.35
H  -3.39  3.69  2.49
H  -2.13  4.73  1.83
H  -1.00  0.47  3.09
H  -2.21  -1.57  2.74
H  -1.49  -1.08  1.20
H  -3.84  -1.83  0.86
H  -3.70  -0.10  0.51
H  -4.67  -1.29  3.15
H  -5.70  -0.56  1.92
H  -5.17  1.05  3.77
H  -4.58  1.61  2.21
H  -2.95  0.25  4.40
H  -2.86  1.95  3.94
H  -0.02  3.62  1.23
H  -1.35  3.20  3.66
H  -0.07  4.36  3.39
H  0.36  1.52  4.39
H  0.38  2.96  5.38
H  2.67  2.02  4.53
H  2.40  3.75  4.45
H  3.31  2.40  2.28
H  2.30  3.81  2.13
H  1.14  0.99  2.21
H  1.47  1.88  0.74